Molecular formula: C46H54IrN8OSTe
Method: DFT, ωB97M-V/def2-TZVPD

Values from the calculation:
2S+1: 2
Strongest force on any atom in eV Å⁻¹: 2.98
HOMO level (spin up / spin down) in eV: -5.538 / -5.622
Total charge: 0

Each line ends with the Mulliken charge.
CARTESIAN COORDINATES (ANGSTROEM)
Ir (-0.002, -0.363, 0.298)  0.271
C (3.312, -5.378, -0.975)  -1.080
C (1.884, -5.623, -0.478)  -1.170
C (1.363, -4.436, 0.263)  0.575
C (1.327, -4.236, 1.619)  0.554
C (1.803, -5.171, 2.682)  -1.268
C (3.267, -4.889, 3.037)  -0.971
C (0.848, -2.894, 1.824)  0.764
N (0.595, -2.294, 0.624)  -0.872
C (0.902, -3.216, -0.344)  0.276
C (0.826, -3.010, -1.707)  -1.019
C (0.507, -1.812, -2.340)  0.731
C (0.426, -1.638, -3.751)  0.504
C (0.609, -2.714, -4.765)  -1.230
C (-0.658, -3.564, -4.883)  -1.078
C (0.076, -0.318, -3.967)  0.776
C (0.037, 0.305, -2.672)  -0.185
C (-0.124, 1.668, -2.458)  -0.577
C (-0.184, 2.291, -1.214)  -0.027
N (-0.351, 1.631, -0.015)  0.563
C (-0.502, 2.589, 0.932)  -1.541
C (-0.924, 2.276, 2.318)  0.531
C (-0.284, 1.101, 2.959)  -0.079
N (-0.041, -0.062, 2.322)  -0.481
C (0.373, -0.950, 3.289)  -0.024
C (0.740, -2.272, 3.059)  -1.147
C (0.386, -0.310, 4.559)  0.696
C (-0.037, 0.995, 4.341)  0.770
C (-0.149, 2.105, 5.333)  -0.941
C (1.127, 2.947, 5.354)  -1.121
C (0.857, -0.935, 5.829)  -1.108
C (2.390, -0.950, 5.892)  -0.926
C (-0.341, 3.874, 0.385)  0.734
C (-0.161, 3.691, -0.988)  0.833
C (0.032, 4.746, -2.028)  -1.145
C (1.494, 4.884, -2.466)  -1.222
C (-0.214, 5.180, 1.107)  -1.056
C (-1.433, 6.100, 1.012)  -1.190
N (0.275, -0.623, -1.700)  -0.061
C (-0.098, 0.406, -5.263)  -0.840
C (-1.572, 0.664, -5.578)  -1.272
H (3.676, -6.247, -1.519)  0.412
H (3.980, -5.186, -0.137)  0.231
H (3.347, -4.517, -1.637)  0.265
H (1.885, -6.502, 0.172)  0.361
H (1.243, -5.844, -1.335)  0.388
H (1.712, -6.203, 2.331)  0.510
H (1.190, -5.070, 3.580)  0.385
H (3.902, -5.048, 2.168)  0.196
H (3.598, -5.548, 3.836)  0.407
H (3.390, -3.857, 3.360)  0.171
H (1.061, -3.849, -2.343)  0.414
H (1.450, -3.347, -4.476)  0.422
H (0.850, -2.273, -5.735)  0.416
H (-0.948, -3.935, -3.904)  0.262
H (-0.499, -4.404, -5.555)  0.432
H (-1.475, -2.962, -5.271)  0.204
H (-0.195, 2.299, -3.332)  0.365
H (-0.749, 3.163, 2.932)  0.826
H (0.988, -2.858, 3.930)  0.347
H (-0.326, 1.691, 6.326)  0.480
H (-0.996, 2.750, 5.091)  0.068
H (1.980, 2.326, 5.609)  0.199
H (1.041, 3.744, 6.087)  0.410
H (1.310, 3.386, 4.376)  0.245
H (0.489, -1.963, 5.896)  0.403
H (0.464, -0.379, 6.683)  0.360
H (2.794, -1.488, 5.036)  0.161
H (2.732, -1.434, 6.805)  0.403
H (2.775, 0.067, 5.871)  0.211
H (-0.306, 5.705, -1.634)  0.260
H (-0.588, 4.508, -2.898)  0.398
H (2.118, 5.163, -1.620)  0.322
H (1.593, 5.654, -3.230)  0.429
H (1.859, 3.943, -2.871)  0.255
H (0.649, 5.703, 0.685)  0.446
H (0.006, 4.995, 2.161)  0.147
H (-1.737, 6.246, -0.020)  0.212
H (-1.193, 7.075, 1.429)  0.464
H (-2.274, 5.686, 1.559)  0.265
H (0.348, -0.176, -6.072)  0.391
H (0.436, 1.359, -5.209)  0.396
H (-2.085, -0.275, -5.771)  0.241
H (-1.675, 1.296, -6.456)  0.468
H (-2.057, 1.152, -4.738)  0.269
N (-4.392, 4.282, -0.429)  -0.365
C (-3.917, 3.461, 0.540)  -0.079
C (-3.566, 2.115, 0.300)  0.256
N (-2.980, 1.370, 1.187)  -0.149
C (-2.509, 1.992, 2.389)  -0.555
C (-3.231, 3.258, 2.687)  -0.947
N (-3.850, 3.955, 1.800)  -0.630
H (-4.645, 3.903, -1.322)  0.201
H (-4.775, 5.165, -0.142)  0.275
H (-3.824, 1.636, -0.641)  0.354
H (-2.646, 1.284, 3.217)  0.939
H (-3.253, 3.618, 3.707)  0.457
Te (-2.782, -0.951, -0.242)  0.848
C (-3.113, -2.751, 0.823)  0.367
C (-4.255, -2.757, 1.616)  -0.533
C (-4.618, -3.889, 2.322)  -0.712
C (-3.822, -5.022, 2.265)  -0.596
C (-2.671, -5.014, 1.494)  -0.447
C (-2.322, -3.889, 0.766)  -0.052
H (-4.867, -1.865, 1.664)  0.360
H (-5.520, -3.893, 2.918)  0.403
H (-4.095, -5.904, 2.827)  0.389
H (-2.041, -5.892, 1.470)  0.457
H (-1.438, -3.897, 0.148)  0.207
O (-3.027, 0.354, -2.623)  -0.393
S (-2.528, -0.948, -3.142)  0.414
N (-2.393, -1.945, -1.946)  -0.331

=====

Molecular formula: C46H55BrFN4O3S2SiTb
Method: DFT, ωB97M-V/def2-TZVPD

Values from the calculation:
2S+1: 7
Strongest force on any atom in eV Å⁻¹: 3.01
HOMO level (spin up / spin down) in eV: -7.029 / -7.033
Total charge: 0

Each line ends with the Mulliken charge.
CARTESIAN COORDINATES (ANGSTROEM)
Tb (-1.073, 0.857, 1.326)  -0.023
C (-0.548, -2.600, -0.919)  -0.612
Si (-0.080, -1.113, -2.007)  -0.040
C (-0.977, -1.535, -3.673)  -1.757
C (1.798, -1.166, -2.390)  -0.331
N (-0.522, 0.385, -1.282)  1.101
C (-0.468, 1.521, -2.023)  0.525
C (-0.273, 1.611, -3.422)  -0.690
C (-0.389, 2.799, -4.111)  -1.189
C (-0.645, 3.997, -3.459)  -0.769
C (-0.758, 3.978, -2.078)  -0.896
C (-0.670, 2.776, -1.420)  -0.001
F (-0.786, 2.797, -0.025)  0.154
H (-0.231, -3.521, -1.397)  0.551
H (-1.615, -2.670, -0.749)  0.158
H (-0.076, -2.550, 0.054)  -0.086
H (-0.281, -1.579, -4.505)  0.505
H (-1.732, -0.795, -3.924)  0.370
H (-1.464, -2.504, -3.617)  0.497
H (2.087, -2.047, -2.954)  0.459
H (2.379, -1.149, -1.473)  -0.441
H (2.091, -0.300, -2.973)  0.343
H (-0.036, 0.712, -3.962)  0.337
H (-0.275, 2.784, -5.186)  0.462
H (-0.742, 4.916, -4.014)  0.408
H (-0.909, 4.881, -1.508)  0.532
C (-2.403, 1.157, 5.288)  -1.561
C (-1.003, 1.342, 4.709)  1.877
C (0.028, 1.493, 5.823)  -1.983
O (-0.676, 0.233, 3.841)  -0.029
C (-0.974, 2.656, 3.826)  0.099
O (-1.331, 3.691, 4.362)  -0.742
O (-0.551, 2.489, 2.652)  -0.276
H (-2.420, 0.369, 6.042)  0.458
H (-3.092, 0.907, 4.484)  0.153
H (-2.720, 2.094, 5.736)  0.359
H (-0.009, 0.644, 6.510)  0.515
H (-0.195, 2.405, 6.372)  0.411
H (1.031, 1.578, 5.408)  0.360
H (-0.408, -0.502, 4.415)  0.177
S (1.820, 1.504, 1.212)  -0.304
C (2.976, 0.309, 1.014)  0.658
N (4.236, 0.623, 0.611)  0.153
C (5.078, -0.422, 0.081)  -0.685
C (5.014, -1.613, 1.022)  -0.589
N (3.637, -2.011, 1.190)  0.458
C (3.408, -3.425, 1.415)  -1.185
C (3.805, -4.207, 0.189)  -0.091
C (4.996, -4.921, 0.139)  -0.341
C (5.379, -5.565, -1.025)  -0.646
C (4.572, -5.507, -2.149)  -0.547
C (3.377, -4.807, -2.101)  -0.764
C (2.994, -4.162, -0.939)  0.161
C (2.665, -1.073, 1.312)  -0.203
S (1.140, -1.490, 1.881)  -0.453
C (4.662, 1.993, 0.406)  -1.235
C (4.977, 2.264, -1.039)  0.198
C (3.966, 2.224, -1.993)  0.067
C (4.263, 2.438, -3.327)  -0.703
C (5.571, 2.686, -3.716)  -0.512
C (6.581, 2.731, -2.771)  -0.644
C (6.284, 2.515, -1.437)  -0.379
H (6.099, -0.050, -0.007)  0.558
H (4.731, -0.721, -0.919)  0.155
H (5.452, -1.340, 1.993)  0.262
H (5.574, -2.453, 0.607)  0.399
H (2.345, -3.554, 1.628)  0.502
H (3.990, -3.751, 2.285)  0.436
H (5.627, -4.981, 1.016)  0.434
H (6.310, -6.113, -1.056)  0.387
H (4.876, -6.000, -3.060)  0.387
H (2.738, -4.770, -2.973)  0.467
H (2.065, -3.615, -0.901)  0.538
H (5.547, 2.173, 1.027)  0.403
H (3.847, 2.635, 0.751)  0.495
H (2.947, 2.037, -1.687)  0.629
H (3.471, 2.418, -4.062)  0.484
H (5.804, 2.850, -4.757)  0.392
H (7.601, 2.935, -3.065)  0.374
H (7.070, 2.555, -0.695)  0.399
C (-5.015, 1.201, -0.733)  -0.662
N (-4.806, 0.162, -1.747)  0.389
C (-6.065, -0.551, -2.005)  -0.917
C (-3.650, -0.741, -1.384)  -0.521
C (-3.709, -1.424, -0.035)  -0.490
C (-4.565, -2.516, 0.114)  -0.174
C (-4.602, -3.230, 1.294)  -1.179
C (-3.736, -2.879, 2.314)  -0.767
C (-2.858, -1.822, 2.138)  -0.586
C (-2.802, -1.028, 0.973)  2.396
H (-5.807, 1.886, -1.028)  0.411
H (-4.094, 1.760, -0.571)  -0.025
H (-5.280, 0.729, 0.211)  0.408
H (-4.528, 0.619, -2.620)  0.343
H (-6.462, -0.937, -1.066)  0.434
H (-5.900, -1.376, -2.699)  0.325
H (-6.797, 0.131, -2.440)  0.352
H (-2.743, -0.125, -1.406)  -1.229
H (-3.578, -1.485, -2.182)  0.690
H (-5.187, -2.844, -0.709)  0.527
H (-5.262, -4.077, 1.398)  0.369
H (-3.743, -3.440, 3.240)  0.445
H (-2.169, -1.621, 2.953)  0.195
Br (-7.391, 4.499, 2.153)  -0.240
C (-5.744, 3.506, 2.101)  -0.287
C (-4.605, 4.093, 1.593)  -0.678
C (-3.448, 3.336, 1.466)  -0.165
C (-3.375, 1.975, 1.811)  1.311
C (-4.553, 1.462, 2.383)  -1.245
C (-5.724, 2.196, 2.533)  -0.414
H (-4.613, 5.127, 1.284)  0.473
H (-2.572, 3.853, 1.094)  0.356
H (-4.586, 0.433, 2.727)  0.180
H (-6.604, 1.750, 2.973)  0.479